21 unconnected molecules or ions with the total composition C91H217N7O35 in a non-equilibrium geometry. Source: OMol25; level of theory: ωB97M-V with the def2-TZVPD basis set.

Properties
Calculated total energy: -179963.2797 eV
Gap between HOMO and LUMO: 8.441 eV

Each line ends with the Löwdin charge.
Element x y z (Å)
1 C -34.23289 -15.37731 -5.66480  -0.2200
2 C -34.28882 -16.53292 -6.65058  -0.2095
3 O -32.96375 -17.07543 -6.72071  -0.0969
4 O -33.17998 -14.50591 -5.99838  -0.1143
5 H -34.18075 -15.72356 -4.64338  0.1140
6 H -35.07605 -14.66683 -5.68157  0.1306
7 H -34.70949 -16.21012 -7.64171  0.1367
8 H -34.92889 -17.30736 -6.25297  0.1087
9 H -32.59264 -16.48146 -7.39833  0.0429
10 H -32.36383 -14.69340 -5.50519  0.0675
11 C -19.55133 -21.04357 -14.80237  -0.2142
12 C -20.22488 -19.87640 -14.14324  -0.2740
13 O -21.22818 -19.36666 -14.99826  -0.0438
14 O -20.43811 -22.18137 -14.90760  -0.0734
15 H -18.69816 -21.39587 -14.23040  0.1187
16 H -19.24054 -20.71942 -15.82792  0.1345
17 H -19.43852 -19.12134 -13.94630  0.1081
18 H -20.55231 -20.08562 -13.10395  0.1162
19 H -22.02643 -19.78287 -14.68949  0.0424
20 H -21.21720 -21.92200 -15.38790  0.0631
21 C -26.21671 -20.52280 -4.47416  -0.2278
22 C -26.13258 -19.48970 -5.55268  -0.2201
23 O -26.91622 -18.32081 -5.19437  -0.0910
24 O -25.92150 -19.90866 -3.19988  -0.0951
25 H -25.65556 -21.43419 -4.60728  0.1199
26 H -27.30475 -20.88536 -4.42920  0.1323
27 H -26.49594 -19.91420 -6.45953  0.1005
28 H -25.08571 -19.23361 -5.70151  0.1045
29 H -27.79430 -18.42828 -5.56481  0.0454
30 H -26.61889 -19.16716 -3.22247  0.1088
31 C -30.19230 -15.62279 -4.15668  -0.1830
32 C -30.20962 -15.37580 -2.66581  -0.1998
33 O -30.70660 -14.06149 -2.43982  -0.0719
34 O -31.54359 -15.90584 -4.49643  -0.0769
35 H -29.54580 -16.47112 -4.40073  0.1214
36 H -29.81454 -14.69479 -4.60178  0.1197
37 H -29.26950 -15.43710 -2.12676  0.1190
38 H -30.93609 -16.04671 -2.25983  0.1156
39 H -31.39036 -14.03226 -1.76599  0.1120
40 H -31.77025 -16.60121 -5.12046  0.0761
41 C -31.44415 -14.00815 -10.66927  -0.2494
42 C -31.07073 -15.08607 -9.68097  -0.1466
43 O -31.98148 -15.11953 -8.46778  -0.1233
44 O -31.37449 -12.71211 -10.09508  -0.0860
45 H -32.54965 -14.08982 -11.02732  0.1500
46 H -30.80698 -14.11595 -11.54366  0.0903
47 H -30.08770 -14.81909 -9.26566  0.1086
48 H -31.08728 -16.04099 -10.10326  0.0760
49 H -31.81241 -14.26287 -7.95511  0.0714
50 H -31.90466 -12.68191 -9.26584  0.0602
51 C -25.33109 -14.08012 -15.96639  -0.1577
52 C -26.15773 -13.73282 -17.24561  -0.2050
53 O -25.46867 -13.96453 -18.48364  -0.0568
54 O -25.85019 -13.31475 -14.82086  -0.1183
55 H -24.30194 -13.98050 -16.05490  0.0694
56 H -25.51159 -15.09889 -15.75847  0.0977
57 H -26.45127 -12.65624 -17.17790  0.1086
58 H -27.14781 -14.24126 -17.22308  0.1268
59 H -24.68081 -13.43933 -18.50253  0.0689
60 H -25.65600 -12.37395 -14.86814  0.0395
61 C -24.46458 -16.77824 -3.69388  -0.2168
62 C -25.08766 -16.32647 -2.35130  -0.2075
63 O -24.84389 -14.94315 -2.06017  -0.0673
64 O -25.11454 -16.18229 -4.82378  -0.0679
65 H -24.52679 -17.85351 -3.59835  0.0943
66 H -23.40588 -16.41359 -3.59107  0.1294
67 H -24.61448 -16.89212 -1.59991  0.1068
68 H -26.15161 -16.58077 -2.42654  0.1194
69 H -25.47753 -14.33540 -2.45492  0.0624
70 H -25.97956 -16.54440 -4.84584  0.0339
71 C -30.79800 -11.99670 -6.85413  -0.2091
72 C -30.93703 -10.68238 -6.12033  -0.2401
73 O -31.73066 -10.95533 -4.99230  -0.0495
74 O -32.08331 -12.46209 -7.31588  -0.1165
75 H -30.33388 -12.66500 -6.12889  0.1166
76 H -30.08422 -12.12215 -7.65130  0.0755
77 H -31.38901 -9.93023 -6.79588  0.1247
78 H -30.00101 -10.31575 -5.78895  0.0971
79 H -31.34659 -10.61248 -4.18618  0.0652
80 H -32.66955 -12.90649 -6.62328  0.0998
81 C -27.25969 -11.51320 -3.16741  -0.2157
82 C -28.48378 -11.50922 -2.19538  -0.2251
83 O -29.79308 -11.59021 -2.71118  -0.0803
84 O -27.13521 -12.78826 -3.79578  -0.0838
85 H -26.50045 -11.29100 -2.47845  0.0841
86 H -27.26025 -10.76015 -3.99087  0.1203
87 H -28.38795 -10.60556 -1.67694  0.0962
88 H -28.36477 -12.36269 -1.53033  0.1232
89 H -29.87997 -12.56615 -2.81161  0.0450
90 H -26.26873 -12.79389 -4.25204  0.0528
91 C -21.35662 -8.49281 -11.54045  -0.2490
92 C -21.06770 -9.93193 -11.81423  -0.2845
93 O -21.49654 -10.71042 -10.73578  -0.0793
94 O -22.72726 -8.11067 -11.40721  -0.0747
95 H -20.96831 -7.95140 -12.39143  0.1148
96 H -20.77988 -8.21292 -10.65174  0.1229
97 H -19.97240 -10.00376 -11.99048  0.1281
98 H -21.66182 -10.25269 -12.74686  0.1434
99 H -21.56445 -11.59384 -11.16117  0.0508
100 H -23.11853 -8.71623 -10.77850  0.0197
101 C -25.14279 -9.44465 -14.97237  -0.2068
102 C -24.13630 -9.60987 -16.03025  -0.2683
103 O -24.74265 -9.92861 -17.26167  -0.0717
104 O -26.05525 -10.59186 -15.05813  -0.1326
105 H -25.76566 -8.55652 -15.06309  0.1256
106 H -24.69170 -9.40443 -13.98078  0.1118
107 H -23.48835 -10.46890 -15.67865  0.1255
108 H -23.51163 -8.69451 -16.10135  0.1336
109 H -25.69345 -10.16003 -17.09626  0.0942
110 H -26.86142 -10.57458 -14.49047  0.0499
111 C -29.91333 -21.00153 -7.78041  -0.2516
112 C -30.03984 -19.54564 -7.41490  -0.2022
113 O -29.42588 -19.26278 -6.14946  -0.0860
114 O -28.58375 -21.43688 -7.84221  -0.0522
115 H -30.52778 -21.20533 -8.65952  0.1182
116 H -30.41224 -21.56627 -6.97567  0.1342
117 H -31.05757 -19.23685 -7.22231  0.1168
118 H -29.60283 -18.90589 -8.17368  0.1038
119 H -28.86448 -20.00682 -5.88822  0.0623
120 H -28.12655 -20.98382 -8.57572  0.0862
121 C -31.64522 -6.87428 -11.22992  -0.2790
122 C -31.07075 -8.26554 -11.24434  -0.2160
123 O -29.82248 -8.35090 -11.97501  -0.0942
124 O -32.03690 -6.50681 -12.51948  -0.0578
125 H -30.97254 -6.06849 -10.80255  0.1411
126 H -32.48732 -6.79896 -10.55504  0.1118
127 H -31.85578 -8.98200 -11.60537  0.1404
128 H -30.83731 -8.52503 -10.20528  0.0895
129 H -29.98694 -7.85468 -12.82169  0.1130
130 H -31.94329 -5.55360 -12.60958  0.0929
131 C -29.59956 -10.94596 -13.92445  -0.2050
132 C -29.33712 -12.17630 -14.69844  -0.2535
133 O -28.71563 -13.15636 -13.92768  -0.0705
134 O -28.30149 -10.44530 -13.59598  -0.1019
135 H -30.16681 -11.10388 -13.00643  0.1293
136 H -30.07178 -10.19577 -14.49988  0.1092
137 H -28.63974 -11.83034 -15.46598  0.1194
138 H -30.23516 -12.61824 -15.15940  0.1310
139 H -27.76967 -13.30208 -14.12245  0.0555
140 H -28.33277 -9.90085 -12.77785  0.0742
141 C -26.62469 -17.48250 -8.52941  -0.0049
142 C -26.37598 -16.06264 -9.01833  -0.5441
143 C -24.85604 -15.85084 -9.01341  -0.0891
144 C -24.52110 -14.59502 -9.86620  -0.1822
145 C -24.98181 -14.69286 -11.28401  -0.1495
146 C -26.49098 -15.04094 -11.29743  -0.4903
147 N -26.78652 -16.11154 -10.34912  -0.0938
148 O -28.14828 -16.39535 -10.36286  -0.0238
149 C -27.23421 -13.74085 -11.01171  -0.0119
150 C -26.84105 -15.51287 -12.66385  -0.0376
151 C -27.02187 -15.08259 -8.06654  0.0105
152 H -27.63518 -17.55029 -8.29249  0.0509
153 H -26.00425 -17.65123 -7.61893  0.0925
154 H -26.38405 -18.18107 -9.30409  0.0585
155 H -24.43409 -15.73859 -7.99935  0.1090
156 H -24.46394 -16.70634 -9.51192  0.0951
157 H -23.39336 -14.46574 -9.77592  0.1027
158 H -25.06995 -13.66206 -9.52434  0.1131
159 H -24.47432 -15.45535 -11.93760  0.1064
160 H -24.80975 -13.66732 -11.79466  0.1502
161 H -28.30605 -13.97853 -11.10380  0.0824
162 H -27.17782 -13.36847 -9.95091  0.0671
163 H -26.97876 -12.92572 -11.72927  0.1005
164 H -27.89369 -15.39766 -12.74905  0.0531
165 H -26.35037 -14.98606 -13.51137  0.0806
166 H -26.47166 -16.54606 -12.89699  0.0870
167 H -28.07662 -15.26765 -8.09310  0.0736
168 H -26.91167 -14.04639 -8.38717  0.0497
169 H -26.51255 -15.25995 -7.12296  0.0897
170 H -28.33068 -17.13150 -10.99592  0.0857
171 C -24.32504 -7.49411 -8.11888  -0.0047
172 C -25.63365 -8.02777 -8.81303  -0.5012
173 C -25.31246 -8.57454 -10.20270  -0.1609
174 C -26.53441 -9.07201 -10.92812  -0.1596
175 C -27.11889 -10.19337 -10.08188  -0.1312
176 C -27.51936 -9.77477 -8.68046  -0.4240
177 N -26.36051 -8.99611 -8.06639  -0.1193
178 O -26.72451 -8.47894 -6.83757  -0.0359
179 C -28.87795 -9.04018 -8.69775  -0.0152
180 C -27.53606 -10.99967 -7.68594  -0.0083
181 C -26.46600 -6.72655 -9.01636  -0.0333
182 H -24.09784 -6.49744 -8.59440  0.0994
183 H -23.49319 -8.17908 -8.20892  0.0670
184 H -24.63262 -7.28082 -7.09606  0.0750
185 H -24.81164 -7.79255 -10.75780  0.1080
186 H -24.57607 -9.38449 -10.15861  0.1139
187 H -26.23925 -9.38378 -11.95696  0.1168
188 H -27.22477 -8.21007 -10.97705  0.1004
189 H -26.29943 -10.95950 -9.94302  0.1264
190 H -27.88715 -10.72545 -10.60447  0.1061
191 H -29.07991 -8.58993 -7.72799  0.0839
192 H -28.85255 -8.23092 -9.48533  0.0714
193 H -29.63545 -9.77274 -8.87006  0.0676
194 H -26.56643 -11.49243 -7.82615  0.0616
195 H -27.64804 -10.59560 -6.66255  0.0722
196 H -28.33493 -11.80132 -7.87006  0.0843
197 H -26.71201 -6.29515 -8.03640  0.0867
198 H -27.47057 -6.81602 -9.51157  0.0743
199 H -25.84318 -6.03086 -9.58212  0.0814
200 H -26.30280 -9.06055 -6.17363  0.0894
201 C -19.82757 -19.34370 -6.36636  -0.0262
202 C -20.33307 -18.57552 -7.60798  -0.4820
203 C -21.83425 -18.70582 -7.81417  -0.1229
204 C -22.53474 -17.95715 -6.65778  -0.1445
205 C -22.17679 -16.46847 -6.71934  -0.1376
206 C -20.72440 -16.25291 -6.53626  -0.5140
207 N -20.00639 -17.11334 -7.45578  -0.0673
208 O -18.58882 -16.94163 -7.25360  -0.0306
209 C -20.34617 -14.81938 -6.92419  -0.0055
210 C -20.39961 -16.53104 -5.06085  -0.0173
211 C -19.63381 -19.19252 -8.86191  -0.0168
212 H -20.58601 -19.53713 -5.63440  0.0587
213 H -19.01941 -18.70138 -5.91158  0.0902
214 H -19.41673 -20.36169 -6.52344  0.0873
215 H -22.10407 -18.15148 -8.72092  0.0981
216 H -22.15363 -19.72065 -7.93230  0.1095
217 H -22.27600 -18.35732 -5.70710  0.0791
218 H -23.63187 -18.07283 -6.72476  0.0942
219 H -22.76275 -15.97562 -5.98779  0.0968
220 H -22.55753 -16.08226 -7.63580  0.0895
221 H -20.40557 -14.67598 -8.03006  0.0663
222 H -21.06680 -14.15285 -6.50230  0.0438
223 H -19.37249 -14.56138 -6.51733  0.0919
224 H -19.34835 -16.79508 -4.72874  0.1096
225 H -20.78838 -15.75725 -4.38316  0.0642
226 H -20.95086 -17.34824 -4.65861  0.0493
227 H -18.58969 -19.07610 -8.72925  0.0612
228 H -20.07043 -18.61212 -9.67325  0.0598
229 H -19.92839 -20.27549 -8.95278  0.1011
230 H -18.18405 -16.50183 -8.00754  0.0986
231 C -22.72063 -22.37164 -11.03763  -0.0235
232 C -23.84199 -22.38322 -12.03432  -0.5297
233 C -25.08804 -23.08958 -11.48585  -0.1259
234 C -25.80839 -22.29646 -10.40285  -0.1551
235 C -26.02022 -20.85401 -10.95155  -0.1011
236 C -24.86390 -20.09781 -11.65228  -0.4750
237 N -24.18487 -21.02195 -12.56795  -0.0644
238 O -23.03212 -20.50260 -13.18808  -0.0636
239 C -25.42181 -18.92773 -12.45843  -0.0101
240 C -23.90595 -19.58736 -10.55276  -0.0229
241 C -23.41817 -23.09823 -13.24260  -0.0550
242 H -21.95948 -21.55868 -11.21637  0.1026
243 H -22.10188 -23.23102 -11.10203  0.0812
244 H -23.05170 -22.36198 -10.03648  0.0605
245 H -25.71089 -23.28598 -12.31503  0.1074
246 H -24.78012 -24.07606 -11.08683  0.1367
247 H -25.27613 -22.33052 -9.49291  0.0845
248 H -26.74169 -22.81022 -10.12994  0.1146
249 H -26.45564 -20.18529 -10.21815  0.0917
250 H -26.84111 -21.02123 -11.70072  0.1187
251 H -24.57606 -18.45872 -12.94098  0.0873
252 H -26.17160 -19.21425 -13.14111  0.0708
253 H -25.78574 -18.16525 -11.77798  0.0645
254 H -23.46874 -20.33377 -9.87846  0.0628
255 H -23.01013 -18.98201 -10.96698  0.1050
256 H -24.39973 -18.86081 -9.88739  0.0642
257 H -22.47218 -22.72278 -13.65858  0.0700
258 H -24.04614 -22.95877 -14.12174  0.0982
259 H -23.39246 -24.17119 -12.94866  0.1097
260 H -22.45061 -20.10186 -12.52976  0.0562
261 C -21.39686 -16.02372 -10.98791  -0.0056
262 C -20.42702 -15.01427 -11.60938  -0.4752
263 C -19.22220 -15.65803 -12.28341  -0.1165
264 C -19.46925 -16.27100 -13.68581  -0.1944
265 C -19.92268 -15.14955 -14.48603  -0.1724
266 C -21.22619 -14.53199 -13.96652  -0.4969
267 N -20.95538 -14.04113 -12.61762  -0.0797
268 O -21.98221 -13.22745 -12.09947  -0.0361
269 C -21.60951 -13.35682 -14.89752  -0.0232
270 C -22.37343 -15.59301 -14.09230  -0.0113
271 C -19.92743 -14.08662 -10.46143  -0.0229
272 H -21.28252 -16.97533 -11.55143  0.0773
273 H -22.42859 -15.67857 -11.09649  0.0549
274 H -21.01864 -16.26124 -9.98685  0.0724
275 H -18.42673 -14.92459 -12.40031  0.1186
276 H -18.84422 -16.46143 -11.56604  0.1400
277 H -20.14911 -17.12051 -13.64847  0.0769
278 H -18.57087 -16.69886 -14.11122  0.1150
279 H -20.20005 -15.37483 -15.50954  0.1184
280 H -19.11388 -14.33593 -14.57798  0.1581
281 H -22.60673 -12.99804 -14.56571  0.0807
282 H -20.82168 -12.67187 -14.96461  0.0652
283 H -21.80520 -13.80188 -15.91124  0.0946
284 H -22.43624 -15.65882 -15.17081  0.0718
285 H -22.22561 -16.65808 -13.75080  0.0837
286 H -23.34586 -15.23198 -13.68542  0.0718
287 H -19.40333 -13.21220 -10.80369  0.0905
288 H -19.34973 -14.70952 -9.78833  0.0687
289 H -20.76875 -13.78280 -9.87623  0.0557
290 H -22.68623 -13.76472 -11.71297  0.0571
291 C -31.34664 -18.80374 -11.51787  -0.0064
292 C -30.60968 -19.50999 -12.71765  -0.4994
293 C -31.68232 -19.93980 -13.76835  -0.1351
294 C -32.43435 -18.75369 -14.31190  -0.1769
295 C -31.40236 -17.91516 -14.99328  -0.1417
296 C -30.24627 -17.44819 -14.07374  -0.4481
297 N -29.64941 -18.69941 -13.41547  -0.0826
298 O -28.65424 -18.23833 -12.53739  -0.0637
299 C -29.15181 -16.95088 -15.01803  -0.0227
300 C -30.64539 -16.32485 -13.12409  -0.0250
301 C -29.71370 -20.66614 -12.25276  -0.0270
302 H -30.60504 -18.65975 -10.66417  0.0979
303 H -31.98611 -19.64212 -11.17158  0.0932
304 H -32.00788 -18.02164 -11.68986  0.0248
305 H -31.14326 -20.64175 -14.52252  0.1567
306 H -32.36953 -20.59409 -13.28228  0.0996
307 H -32.88771 -18.21943 -13.45478  0.1120
308 H -33.20774 -19.10170 -14.97808  0.1141
309 H -31.79862 -17.06678 -15.42915  0.0981
310 H -31.02714 -18.49972 -15.80298  0.1146
311 H -28.86553 -17.82310 -15.62102  0.0984
312 H -29.65608 -16.16186 -15.60850  0.1005
313 H -28.30979 -16.50609 -14.58118  0.0364
314 H -31.68985 -16.38513 -12.72920  0.0893
315 H -29.99162 -16.30778 -12.27948  0.0511
316 H -30.53631 -15.37797 -13.67451  0.0897
317 H -29.01573 -20.24452 -11.59931  0.0326
318 H -29.14596 -20.98330 -13.11176  0.0883
319 H -30.26102 -21.47467 -11.77910  0.0903
320 H -27.84040 -18.45062 -12.98349  0.0624
321 C -21.83115 -13.32250 -3.02688  -0.0515
322 C -22.30138 -12.16694 -3.84460  -0.4948
323 C -20.98786 -11.46844 -4.36574  -0.1044
324 C -21.28218 -10.43679 -5.43234  -0.1720
325 C -21.91430 -11.20902 -6.55194  -0.1586
326 C -23.21021 -11.88082 -6.19763  -0.5052
327 N -22.99340 -12.71896 -5.01996  -0.0711
328 O -24.18487 -13.40839 -4.72835  -0.0405
329 C -24.30409 -10.80274 -5.95718  -0.0131
330 C -23.65977 -12.67670 -7.42501  -0.0181
331 C -23.22854 -11.40963 -2.86485  -0.0115
332 H -22.69064 -13.93411 -2.68423  0.0817
333 H -21.29673 -12.94333 -2.17710  0.0859
334 H -21.19352 -13.92652 -3.66908  0.0652
335 H -20.53561 -11.02093 -3.49817  0.1130
336 H -20.24244 -12.16985 -4.76292  0.1208
337 H -20.44023 -9.91666 -5.80841  0.1012
338 H -21.95373 -9.65466 -5.07096  0.1142
339 H -21.22153 -12.00930 -6.85809  0.1139
340 H -22.04968 -10.59869 -7.48095  0.1328
341 H -24.39560 -10.16554 -6.86241  0.0830
342 H -25.23780 -11.34538 -5.92736  0.0566
343 H -24.17629 -10.28306 -5.03218  0.0538
344 H -22.92039 -13.35050 -7.69586  0.0418
345 H -24.56783 -13.18588 -7.17733  0.0706
346 H -23.74252 -11.87920 -8.23234  0.1199
347 H -24.10614 -12.05883 -2.77764  0.0662
348 H -23.57576 -10.43176 -3.23623  0.0709
349 H -22.71573 -11.38543 -1.89079  0.0914
350 H -23.97333 -14.35381 -4.54928  0.0801